Formula: C11H14O2S
Source: the Open Molecules 2025 dataset
Level of theory: ωB97M-V/def2-TZVPD

Properties
spin multiplicity	1
largest force on an atom	1.8	eV/Å
structure (SMILES)	CCCSc1ccccc1OC(C)=O
energy relative to the best compared isomer or geometry (same formula, charge and spin)	0.0	kcal/mol
gap between HOMO and LUMO	0.351	hartree

The geometry in XYZ format:
```
28
C11H14O2S, DFT ωB97M-V/def2-TZVPD
C -3.845 -0.354 -0.113
C -3.105 -1.627 -0.514
C -1.603 -1.436 -0.730
S -0.772 -1.086 0.869
C 0.887 -0.804 0.292
C 1.903 -1.733 0.543
C 3.211 -1.492 0.125
C 3.512 -0.337 -0.570
C 2.521 0.608 -0.843
C 1.226 0.365 -0.408
O 0.230 1.277 -0.720
C -0.095 2.196 0.245
C -1.325 2.956 -0.151
O 0.529 2.326 1.260
H -4.926 -0.550 0.004
H -3.447 0.076 0.826
H -3.718 0.421 -0.902
H -3.519 -2.007 -1.447
H -3.252 -2.396 0.257
H -1.399 -0.580 -1.380
H -1.144 -2.343 -1.171
H 1.622 -2.631 1.062
H 3.967 -2.218 0.319
H 4.534 -0.159 -0.928
H 2.728 1.507 -1.340
H -2.163 2.282 -0.136
H -1.211 3.307 -1.164
H -1.507 3.797 0.511
```

=====

Formula: C11H14O3S
Source: the Open Molecules 2025 dataset
Level of theory: ωB97M-V/def2-TZVPD

Properties
spin multiplicity	3
largest force on an atom	4.1	eV/Å
energy relative to the best compared isomer or geometry (same formula, charge and spin)	46.7	kcal/mol
gap between HOMO and LUMO (spin up / spin down)	0.184 / 0.201	hartree
expectation value of S²	2.01

The geometry in XYZ format:
```
29
C11H14O3S, DFT ωB97M-V/def2-TZVPD
C -1.817 -0.044 0.914
C -1.314 0.660 1.906
C 0.210 -1.857 0.217
C 1.197 -0.271 -1.376
C -1.173 1.739 -0.575
C -0.639 2.638 0.490
C -1.073 0.206 -0.330
C -0.216 1.574 1.676
C 0.323 -0.391 -0.150
C 1.493 -2.569 0.503
C 0.886 -0.996 -2.563
O -0.866 -2.379 0.019
O 2.097 0.571 -1.310
O 1.822 -0.147 2.261
S 1.301 0.693 1.216
H -2.657 -0.764 1.120
H -1.672 0.530 2.907
H -2.232 1.911 -0.760
H -0.687 2.024 -1.593
H 0.164 3.284 0.191
H -1.353 3.367 0.802
H -1.470 -0.195 -1.212
H -0.093 2.164 2.602
H 1.785 -2.474 1.561
H 2.243 -2.092 0.013
H 1.399 -3.640 0.229
H 0.549 -1.995 -2.271
H 1.749 -1.038 -3.275
H 0.047 -0.510 -3.212
```

=====

Formula: C11H14O5S
Source: the Open Molecules 2025 dataset
Level of theory: ωB97M-V/def2-TZVPD

Properties
spin multiplicity	1
largest force on an atom	1.7	eV/Å
structure (SMILES)	C=CCC(=O)O[C@@](S)(C=C)CC(=O)OC(C)=O
gap between HOMO and LUMO	0.367	hartree

The geometry in XYZ format:
```
31
C11H14O5S, DFT ωB97M-V/def2-TZVPD
C 2.914 1.950 0.724
C 3.076 0.645 0.630
C 2.933 -0.029 -0.704
C 1.712 -0.900 -0.937
O 1.222 -0.931 -2.042
O 1.272 -1.740 0.054
C 0.042 -1.438 0.719
S -0.455 -3.035 1.525
C 0.197 -0.500 1.874
C -0.225 0.743 1.876
C -1.076 -1.068 -0.248
C -2.422 -0.843 0.366
O -2.736 -0.934 1.509
O -3.385 -0.473 -0.606
C -3.240 0.895 -0.914
C -2.646 1.237 -2.242
O -3.596 1.729 -0.122
H 3.213 2.510 1.588
H 2.450 2.460 -0.102
H 3.336 0.047 1.484
H 3.025 0.682 -1.505
H 3.771 -0.716 -0.798
H 0.246 -3.913 0.790
H 0.703 -0.908 2.725
H -0.163 1.310 2.784
H -0.670 1.240 1.033
H -1.187 -1.889 -0.945
H -0.840 -0.214 -0.872
H -3.340 1.899 -2.736
H -2.388 0.377 -2.840
H -1.742 1.806 -2.068
```

=====

Formula: C11H15BF9N3O6TeW
Source: the Open Molecules 2025 dataset
Level of theory: ωB97M-V/def2-TZVPD

Properties
total charge	+2
spin multiplicity	1
largest force on an atom	1.0	eV/Å
energy relative to the best compared isomer or geometry (same formula, charge and spin)	16.1	kcal/mol
gap between HOMO and LUMO	0.241	hartree

The geometry in XYZ format:
```
47
C11H15BF9N3O6TeW, DFT ωB97M-V/def2-TZVPD
W 0.473 -0.527 0.123
O 2.391 -1.109 1.211
C 2.445 -0.797 2.615
C 2.120 0.671 2.648
N 0.809 0.906 1.947
C 0.844 2.240 1.285
C 1.693 2.108 0.033
O 2.192 2.976 -0.585
O 1.803 0.778 -0.310
C -0.319 0.833 2.894
C -1.551 0.446 2.123
O -2.680 0.609 2.394
O -1.167 -0.215 0.947
H 2.715 -2.003 1.021
H 3.449 -0.981 2.989
H 1.728 -1.416 3.158
H 2.895 1.223 2.119
H 2.053 1.056 3.666
H 1.247 3.001 1.953
H -0.167 2.534 0.990
H -0.479 1.782 3.407
H -0.138 0.054 3.638
F 1.066 -4.008 -0.811
Te 0.411 -2.890 -2.114
F -0.879 -4.136 -2.385
F 1.664 -3.521 -3.269
F -0.960 -1.944 -1.044
F -0.224 -1.866 -3.506
O 1.385 -1.471 -1.339
N -2.268 2.466 -4.653
C -1.703 1.863 -3.619
C -0.307 1.632 -3.561
C 0.237 1.023 -2.480
N -0.492 0.618 -1.393
C -1.851 0.803 -1.467
C -2.464 1.410 -2.512
H -1.722 2.783 -5.439
H -3.263 2.621 -4.693
H 0.340 1.935 -4.373
H 1.299 0.847 -2.437
H -2.441 0.442 -0.640
H -3.538 1.539 -2.487
F -2.354 -2.937 2.085
B -1.794 -3.026 3.270
F 0.315 -2.187 0.978
F -1.950 -4.058 4.047
F -0.861 -2.109 3.576
```

=====

Formula: C11H15BN6O2Pb
Source: the Open Molecules 2025 dataset
Level of theory: ωB97M-V/def2-TZVPD

Properties
spin multiplicity	1
largest force on an atom	8.2	eV/Å
energy relative to the best compared isomer or geometry (same formula, charge and spin)	5.7	kcal/mol
gap between HOMO and LUMO	0.316	hartree

The geometry in XYZ format:
```
36
C11H15BN6O2Pb, DFT ωB97M-V/def2-TZVPD
H -0.820 0.872 2.644
N -1.499 -0.273 1.013
B -2.806 -1.415 -0.801
N -2.745 -0.622 0.541
C -3.687 -0.155 1.381
Pb 0.514 -0.946 -0.137
H -4.726 -0.352 1.186
C -3.043 0.511 2.433
H -3.483 0.988 3.287
C -1.663 0.432 2.143
H -3.949 -1.649 -1.038
C 2.196 -1.070 -1.130
H 2.845 -0.595 -0.312
H 2.158 -0.476 -2.005
H 2.360 -2.135 -1.337
N -1.848 -2.597 -0.668
N -2.167 -0.531 -1.913
N -0.477 -2.559 -0.496
N -0.805 -0.256 -1.956
C -2.259 -3.886 -0.687
C -2.780 0.030 -2.964
H -3.265 -4.070 -0.850
H -3.853 -0.141 -3.116
C -1.122 -4.705 -0.487
C -1.829 0.716 -3.711
C -0.030 -3.838 -0.360
C -0.612 0.523 -3.037
H -1.124 -5.783 -0.455
H -2.005 1.275 -4.619
H 0.975 -4.058 -0.148
H 0.375 0.940 -3.244
H 1.463 -1.385 1.269
O 1.897 2.944 1.421
C 1.926 1.762 1.048
O 0.826 1.215 0.624
H 2.857 1.106 1.023
```

=====

Formula: C11H15BN6O2Pd
Source: the Open Molecules 2025 dataset
Level of theory: ωB97M-V/def2-TZVPD

Properties
total charge	+2
spin multiplicity	5
largest force on an atom	3.3	eV/Å
gap between HOMO and LUMO (spin up / spin down)	0.311 / 0.142	hartree
expectation value of S²	6.05

The geometry in XYZ format:
```
36
C11H15BN6O2Pd, DFT ωB97M-V/def2-TZVPD
H -0.214 2.939 2.110
N 0.382 1.650 0.514
B 0.963 0.763 -1.792
N 0.867 1.910 -0.753
C 1.063 3.241 -0.904
Pd -0.373 -0.405 1.051
H 1.389 3.658 -1.847
C 0.712 3.851 0.292
H 0.747 4.900 0.498
C 0.247 2.823 1.140
H 1.362 1.226 -2.809
C -1.583 -2.786 2.348
H -1.930 -2.343 3.288
H -0.780 -3.516 2.522
H -2.420 -3.244 1.806
N -0.475 0.160 -1.959
N 1.816 -0.326 -1.081
N -1.148 -0.286 -0.835
N 1.350 -0.976 0.063
C -1.294 0.021 -3.024
C 2.920 -0.959 -1.513
H -0.961 0.338 -4.004
H 3.345 -0.670 -2.466
C -2.503 -0.522 -2.578
C 3.231 -1.967 -0.598
C -2.381 -0.676 -1.198
C 2.245 -1.913 0.399
H -3.383 -0.771 -3.151
H 4.033 -2.677 -0.667
H -3.086 -1.017 -0.445
H 2.120 -2.494 1.311
H -1.148 -1.954 1.683
O -1.628 0.896 4.297
C -1.295 0.524 3.181
O -1.855 0.695 2.015
H -0.338 -0.094 3.105
```

=====

Formula: C11H15BrO3
Source: the Open Molecules 2025 dataset
Level of theory: ωB97M-V/def2-TZVPD

Properties
spin multiplicity	1
largest force on an atom	2.2	eV/Å
structure (SMILES)	CC[C@H](Br)C1=C(CC(C)C)C(=O)OC1=O
gap between HOMO and LUMO	0.343	hartree

The geometry in XYZ format:
```
30
C11H15BrO3, DFT ωB97M-V/def2-TZVPD
C 3.996 -0.096 -0.191
C 2.515 -0.316 -0.471
C 1.790 -1.099 0.646
Br 2.846 -2.553 1.412
C 0.479 -1.585 0.164
C -0.649 -0.898 0.113
C -0.809 0.524 0.522
C -2.191 1.109 0.295
C -2.267 2.414 1.082
C -2.416 1.421 -1.192
C -1.708 -1.803 -0.404
O -2.838 -1.581 -0.737
O -1.157 -3.071 -0.497
C 0.207 -2.955 -0.383
O 0.991 -3.796 -0.768
H 4.133 0.118 0.857
H 4.347 0.763 -0.745
H 4.586 -0.964 -0.427
H 2.042 0.651 -0.485
H 2.343 -0.850 -1.392
H 1.577 -0.457 1.484
H -0.475 0.670 1.540
H -0.132 1.104 -0.092
H -2.972 0.437 0.613
H -2.125 2.263 2.142
H -3.190 2.932 0.875
H -1.477 3.054 0.711
H -1.694 0.940 -1.837
H -3.414 1.134 -1.483
H -2.339 2.487 -1.353
```